(1)
The following is a quantum chemistry calculation of a structure of composition C22H24N7O5RuS at a distorted geometry, from the Open Molecules 2025 dataset.

HOMO level (spin up / spin down) ... -8.023 / -8.038 eV
Relative energy (zero: lowest compared OMol25 entry of this formula, charge and spin) ... 282.06 kJ/mol
E_LUMO (spin up / spin down) ... -1.0 / -0.4 eV
⟨S²⟩ ... 0.7692
2S+1 ... 2

Element x y z (Å)
Ru 0.49871 -1.33764 0.24674
S 0.55832 0.68660 1.76516
O -0.72878 -1.83190 -2.54592
O 2.45196 -1.10908 -0.72392
O -0.96258 -2.86488 0.37444
O -1.96188 -4.78838 -0.20926
O 3.02752 -1.95116 1.29007
N 0.10795 4.83386 -2.19727
N 1.25597 -3.50829 -1.05617
N -0.93500 4.11804 -1.69862
N 0.46994 5.70382 -1.33379
N 0.56541 -1.72832 2.44611
N -1.49576 1.79287 -1.78603
N -0.77515 0.10752 -0.62021
C 1.02325 -0.36284 4.32769
C -2.61483 1.10779 -1.34579
C -1.26660 5.90215 1.93723
C -2.15279 0.06032 -0.63166
C -0.39011 1.15310 -1.32514
C 1.28174 -3.22526 -2.50009
C -0.06355 -2.92825 -3.13860
C 1.15937 -1.49400 5.10390
C 1.00580 -2.75894 4.52769
C -0.33877 5.56909 -0.21421
C 2.75806 -2.08289 0.10434
C -1.50589 3.06004 -2.49056
C 2.60186 -3.47131 -0.45482
C -2.17378 4.84402 1.70241
C -0.99229 -4.05899 -0.14394
C 1.00028 1.59644 -1.60329
C -0.33848 6.27365 0.99364
C 0.73700 -0.53602 2.97360
C -2.18452 4.14364 0.51853
C 0.34654 -4.57682 -0.68363
C 0.70523 -2.83292 3.19069
C -1.24420 4.54349 -0.44099
H 1.12516 1.84155 -2.65986
H 0.54601 -3.77710 2.68718
H -0.90934 3.01168 -3.39628
H 1.25383 2.48313 -1.01740
H 0.37469 7.06881 1.16875
H 1.38657 -1.39987 6.15859
H -3.61394 1.40761 -1.61574
H -2.87711 4.57721 2.48096
H 3.37347 -3.70948 -1.19447
H -1.30037 6.42018 2.88727
H 2.68377 -4.15254 0.38588
H -1.27677 -2.15320 -1.81870
H 1.70786 -4.09223 -3.02771
H 0.12037 -5.22057 -1.53411
H 1.14273 0.63371 4.73008
H 1.69572 0.80707 -1.33751
H 1.11610 -3.66168 5.11123
H -2.53894 3.28005 -2.74808
H -2.87146 3.32387 0.35322
H 0.12604 -2.64595 -4.17370
H -0.70493 -3.81382 -3.14377
H 0.77338 -5.19483 0.10707
H -2.69534 -0.71353 -0.11436
H 1.93251 -2.36861 -2.64691

(2)
The following is a quantum chemistry calculation of a structure of composition C45H36BaN12O8S at a distorted geometry, from the Open Molecules 2025 dataset.

HOMO level (spin up / spin down) ... -2.775 / -2.777 eV
Charge ... -2
Relative energy (zero: lowest compared OMol25 entry of this formula, charge and spin) ... 74.92 kJ/mol
E_LUMO (spin up / spin down) ... 3.7 / 3.7 eV
2S+1 ... 1

Element x y z (Å)
Ba -0.39222 -1.53741 0.43996
S -3.24182 -2.37308 -1.34091
O 2.14077 -2.10781 0.00916
O 2.32880 4.45254 -0.06141
O 1.17592 0.44457 0.72277
O 7.45942 1.35106 0.04691
O 0.68990 3.07337 0.07989
O 6.66814 3.05234 -0.96143
O -0.44570 -3.64501 -1.46495
O 3.85324 -2.28539 1.35320
N -1.82722 -1.02747 -3.40617
N 0.89765 -0.94415 3.53491
N 2.26647 -0.00050 5.21843
N -2.09249 1.92525 -0.05743
N 6.49212 2.03784 -0.28048
N -2.94821 0.49761 1.57326
N -4.01520 -1.13794 -4.93021
N -0.88041 -0.88624 -2.59058
N -4.11864 -1.34943 -3.54339
N -1.28595 -0.52820 2.84804
N 1.86619 3.31868 0.06124
N -0.45028 -3.53595 2.46730
C -5.24558 0.91995 -4.41910
C 3.13057 -1.81694 3.97357
C 1.34414 -0.07833 -2.48193
C 0.59037 -4.35336 2.65190
C 0.25065 3.71882 4.08094
C -5.66485 2.22158 -4.72510
C 3.44366 -0.07146 0.52051
C -0.80418 4.08788 3.26362
C 0.60728 2.37786 4.28501
C -3.56146 3.19222 -1.56615
C -3.03630 -1.56497 -2.80170
C 0.68469 -5.16774 3.79152
C 3.48240 0.07963 5.84143
C -2.32091 2.72549 -1.10596
C -4.09244 0.77784 -6.51193
C 0.72046 2.11546 -4.09050
C -1.62548 3.10094 2.79350
C 4.57320 -0.63389 5.48937
C 2.12161 -0.86104 4.18555
C -0.32529 -5.15360 4.74320
C 2.76487 2.21992 0.25041
C 1.78679 -4.56410 -1.69928
C -1.43040 -3.52094 3.41155
C -4.39905 2.01753 0.36900
C -1.40441 -4.30922 4.56581
C 2.35052 0.89208 -2.71121
C -0.14491 1.40086 3.65588
C 0.29260 -4.85841 -1.86745
C -4.47602 0.15868 -5.31455
C 5.13349 1.64208 0.10935
C -3.12045 1.51554 0.62639
C 4.11515 2.56946 0.14490
C 0.11870 0.00117 -3.07062
C -5.25983 2.79965 -5.94770
C -0.07511 -0.11482 3.50214
C 4.38182 -1.70317 4.58721
C 4.75949 0.28825 0.27165
C -1.28777 1.75762 2.98128
C 2.33652 0.86783 0.50498
C 3.09763 -1.59504 0.63491
C -4.60471 2.82196 -0.74399
C -4.55035 2.08443 -6.84678
C -0.25758 1.14830 -3.88180
C -1.97638 0.55821 2.44459
C 1.96709 1.96537 -3.55202
H 0.49015 2.91990 -4.75217
H 0.74026 4.54805 4.53189
H -3.50228 0.14286 -7.17133
H -6.23266 2.75540 -3.92160
H -3.07977 -1.33528 -5.30971
H 1.36168 -4.31812 1.85477
H 0.04499 -5.61497 -1.15496
H -2.19012 -2.79934 3.30701
H -1.39288 2.98203 -1.64096
H 1.57041 -5.79707 4.02142
H 2.01177 -3.55131 -1.98927
H 1.58169 -0.88936 -1.80577
H -5.60106 3.12635 -1.00914
H 3.58169 0.80872 6.62395
H 2.70586 2.75772 -3.65836
H -5.62925 3.77669 -6.18624
H -5.24471 1.73928 0.99890
H 5.45816 -0.52474 0.22712
H 2.37851 -5.24322 -2.33867
H -2.54407 3.30880 2.22190
H -1.40249 -3.60755 -1.76343
H 1.40435 2.10900 4.94546
H -2.21190 -4.13719 5.31412
H -4.33333 2.51188 -7.81672
H 3.32503 0.83837 -2.26704
H -1.25864 1.27948 -4.20710
H -0.35143 -5.74919 5.62633
H -5.47768 0.42535 -3.45794
H 2.96283 -2.64700 3.30433
H 5.50318 -0.56150 5.98398
H 0.08414 -5.19827 -2.89848
H -3.65891 3.81336 -2.44767
H 5.10826 -2.45139 4.40748
H 4.22637 3.63913 -0.06872
H 2.15277 -4.61907 -0.67252
H -1.11167 5.10799 3.10864

(3)
The following is a quantum chemistry calculation of an isolated molecule of C2F3NO3S at a distorted geometry, from the Open Molecules 2025 dataset.

HOMO level ... -11.276 eV
Relative energy (zero: lowest compared OMol25 entry of this formula, charge and spin) ... 286.97 kJ/mol
E_LUMO ... -1.5 eV
2S+1 ... 1

Element x y z (Å)
S -2.17231 -0.27310 0.47855
F 2.50233 -0.20379 0.75072
F 0.72990 -1.39932 0.65604
F 1.78100 -0.93979 -1.19537
O -3.01777 -1.12166 -0.30530
O 0.82761 1.92651 0.24223
O -1.84668 1.26319 -0.11489
N -0.71688 0.37034 -0.45276
C 0.50675 0.81663 -0.05666
C 1.40605 -0.43901 -0.00256